# 1
ORCA calculation (the ωB97M-V functional and the def2-TZVPD basis) on one molecule with the formula C6H15B at a distorted geometry.

Last column: natural (NBO) charge in e.
CARTESIAN COORDINATES (ANGSTROEM)
C 0.58 1.76 2.11  -0.61
C -0.27 1.08 1.01  -0.36
C 0.63 0.16 0.15  -0.87
B -0.03 -0.17 -1.23  0.87
C 0.13 1.35 -2.40  -0.91
C -0.22 -2.05 -0.83  -0.64
C -1.16 -2.41 0.31  -0.63
H 1.18 2.52 1.70  0.21
H 1.15 1.06 2.70  0.20
H -0.24 2.03 2.74  0.21
H -1.23 0.58 1.43  0.20
H -0.59 1.93 0.36  0.19
H 1.52 0.73 0.05  0.23
H 0.81 -0.74 0.75  0.21
H 0.79 2.04 -1.82  0.21
H 0.59 0.92 -3.33  0.23
H -0.84 1.86 -2.50  0.23
H 0.91 -2.16 -0.60  0.21
H -0.53 -2.52 -1.75  0.21
H -0.98 -3.34 0.75  0.21
H -2.17 -2.46 -0.04  0.21
H -1.20 -1.53 1.03  0.20

Summary:
SMILES: CCCB(C)CC
Charge: 0
LUMO level (eV): 0.614
HOMO level (eV): -8.96
ΔE to the lowest compared entry with this formula, charge and spin (kcal per mole): 73.0
Calculated total energy (eV): -7138.2447

# 2
ORCA calculation (the ωB97M-V functional and the def2-TZVPD basis) on C12H17BCdN6O2 as an isolated structure at a distorted geometry.

Last column: natural (NBO) charge in e.
CARTESIAN COORDINATES (ANGSTROEM)
C 1.37 -1.65 -2.64  0.00
N 0.63 -0.85 -1.86  -0.48
N 0.22 0.23 -2.62  -0.34
C 0.76 0.14 -3.86  0.03
C 1.47 -1.07 -3.92  -0.30
B -0.67 1.33 -1.97  0.54
N -1.97 0.88 -1.18  -0.33
N -1.97 -0.11 -0.22  -0.48
C -3.20 -0.13 0.34  0.01
C -3.98 0.89 -0.24  -0.30
C -3.16 1.52 -1.17  0.03
Cd 0.05 -1.02 0.41  1.63
N 0.21 1.93 -0.83  -0.19
N 0.50 1.21 0.29  -0.37
C 1.21 2.00 1.12  0.04
C 1.37 3.25 0.49  -0.02
C 0.72 3.17 -0.73  0.04
H 1.56 1.66 2.09  0.26
H 0.55 3.87 -1.54  0.28
H 1.91 4.09 0.87  0.27
H -0.96 2.16 -2.77  0.01
H -3.29 2.38 -1.82  0.25
H 0.61 0.93 -4.58  0.26
H -5.01 1.13 -0.02  0.27
H 1.97 -1.49 -4.77  0.27
H -3.47 -0.81 1.14  0.24
H 1.78 -2.58 -2.26  0.23
H -0.54 -0.56 3.48  0.15
C -0.97 -0.99 4.41  -0.85
H -1.86 -0.41 4.69  0.24
H -1.25 -2.05 4.30  0.23
H -0.22 -0.89 5.20  0.24
C 2.04 -3.39 1.81  -0.28
O 2.85 -2.19 1.54  -0.42
C 2.26 -1.18 0.83  0.49
O 2.95 -0.30 0.35  -0.31
H 2.73 -4.18 2.13  0.27
H 1.50 -3.72 0.91  0.19
H 1.30 -3.19 2.61  0.21

Summary:
Charge: +2
LUMO level (alpha / beta) (eV): -10.614 / -11.228
HOMO level (alpha / beta) (eV): -15.54 / -15.42
ΔE to the lowest compared entry with this formula, charge and spin (kcal per mole): 2.0
Calculated total energy (eV): -30977.0137

# 3
ORCA calculation (the ωB97M-V functional and the def2-TZVPD basis) on C21H20F5N4O10P2S4V as an isolated structure at a distorted geometry.

Last column: natural (NBO) charge in e.
CARTESIAN COORDINATES (ANGSTROEM)
V -0.35 0.04 -0.45  1.21
C 2.99 -2.03 2.96  -0.65
C 2.06 -1.02 2.32  -0.46
O 2.32 0.31 2.69  -0.71
P 0.29 -1.20 2.76  2.40
O 0.22 -0.93 4.32  -0.97
O -0.12 -2.72 2.64  -0.97
O -0.62 -0.37 1.96  -1.09
P 2.03 -1.23 0.50  2.34
O 3.56 -0.99 0.08  -0.98
O 1.50 -2.53 0.05  -1.06
O 1.29 0.01 -0.03  -0.99
H 2.86 -2.04 4.05  0.24
H 4.03 -1.77 2.74  0.24
H 2.79 -3.02 2.55  0.24
H 3.15 0.60 2.29  0.50
H 0.32 0.00 4.55  0.53
H 0.34 -3.32 3.23  0.52
H 3.86 -1.64 -0.55  0.53
N -2.71 3.74 0.10  -0.75
C -1.69 3.14 -0.51  0.39
N -1.46 3.35 -1.80  -0.76
S -0.59 2.21 0.44  -0.06
H -3.37 4.29 -0.43  0.40
H -3.00 3.39 1.01  0.46
H -2.05 3.95 -2.35  0.40
H -0.61 2.97 -2.21  0.44
O -0.98 -1.59 -0.50  -0.55
N -1.93 -2.47 -0.46  0.06
C -2.67 -2.60 0.65  0.06
C -3.79 -3.41 0.66  -0.22
C -4.13 -4.12 -0.48  -0.12
C -3.30 -4.03 -1.60  -0.23
C -2.21 -3.20 -1.56  0.07
H -2.36 -2.02 1.52  0.29
H -4.38 -3.46 1.55  0.26
H -5.01 -4.74 -0.50  0.24
H -3.51 -4.59 -2.50  0.25
H -1.53 -3.08 -2.40  0.26
F -0.76 -1.14 -7.35  -0.27
C -0.38 -0.58 -6.20  0.27
C -0.20 0.80 -6.11  0.28
F -0.42 1.56 -7.18  -0.28
C 0.15 1.38 -4.90  0.33
F 0.22 2.70 -4.79  -0.30
C 0.38 0.60 -3.76  -0.30
S 0.81 1.30 -2.23  -0.06
C 0.22 -0.78 -3.89  0.30
F 0.40 -1.55 -2.79  -0.30
C -0.19 -1.37 -5.07  0.31
F -0.41 -2.69 -5.12  -0.30
O -3.93 1.88 1.68  -0.95
S -3.91 0.51 1.26  2.32
O -3.82 -0.51 2.26  -0.92
N -2.73 0.32 0.08  -0.83
C -3.27 0.16 -1.09  0.11
S -2.24 0.10 -2.41  -0.06
C -4.73 0.02 -1.13  -0.07
C -5.53 -0.26 -2.23  -0.17
C -6.90 -0.38 -2.01  -0.19
C -7.44 -0.21 -0.74  -0.16
C -6.63 0.08 0.35  -0.19
C -5.28 0.18 0.13  -0.30
H -5.10 -0.38 -3.21  0.24
H -7.55 -0.60 -2.84  0.23
H -8.50 -0.31 -0.59  0.23
H -7.04 0.21 1.34  0.24

Summary:
Charge: +1
LUMO level (alpha / beta) (eV): -3.900 / -3.521
HOMO level (alpha / beta) (eV): -10.53 / -10.51
Multiplicity: 2
Calculated total energy (eV): -149729.6542

# 4
ORCA calculation (the ωB97M-V functional and the def2-TZVPD basis) on a 10-piece molecular cluster, C37H61NO27 overall at a distorted geometry.

Last column: Mulliken charge in e.
CARTESIAN COORDINATES (ANGSTROEM)
C -3.08 -5.42 3.95  -1.54
C -1.67 -5.11 3.44  0.87
C -1.78 -3.85 2.53  0.44
O -0.78 -3.01 3.06  -0.04
C -0.34 -3.53 4.26  0.25
O 0.53 -2.99 4.95  -0.61
O -0.93 -4.65 4.54  -0.36
H -3.25 -6.35 4.45  0.38
H -3.80 -5.35 3.17  0.28
H -3.45 -4.71 4.68  0.43
H -1.17 -5.98 3.01  0.32
H -2.78 -3.41 2.46  -0.02
H -1.41 -3.95 1.51  -0.48
C -1.63 5.91 -2.20  -1.71
C -1.39 5.45 -0.78  0.51
C -2.63 5.56 0.02  -0.47
O -2.77 4.27 0.64  -0.37
C -1.89 3.43 0.12  -0.04
O -1.75 2.26 0.46  0.27
O -1.16 4.05 -0.71  -0.08
H -1.92 6.98 -2.26  0.38
H -2.41 5.39 -2.68  0.43
H -0.72 5.65 -2.74  0.39
H -0.64 6.03 -0.32  0.26
H -3.47 5.67 -0.70  0.30
H -2.62 6.34 0.77  0.28
C 3.90 -0.25 -4.46  -1.57
C 3.32 -0.20 -3.07  0.93
C 3.41 1.18 -2.40  0.48
O 2.05 1.49 -2.07  -0.37
C 1.23 0.54 -2.44  0.21
O 0.01 0.56 -2.33  -0.52
O 1.92 -0.43 -3.13  -0.14
H 3.84 -1.22 -4.93  0.41
H 4.99 -0.05 -4.41  0.28
H 3.50 0.56 -5.06  0.44
H 3.95 -0.94 -2.53  0.01
H 3.82 1.95 -3.02  0.16
H 4.07 1.09 -1.53  -0.49
C 1.36 2.55 0.87  0.79
C 1.37 3.82 1.77  0.42
C 2.56 3.82 2.79  -0.28
O 3.50 4.67 2.12  -0.39
C 2.93 5.25 1.09  0.52
O 3.39 6.06 0.28  -0.63
O 1.66 4.91 0.97  -0.36
H 0.84 1.75 1.37  -0.03
H 2.43 2.31 0.63  -0.94
H 0.90 2.79 -0.06  0.04
H 0.45 4.03 2.31  0.16
H 2.94 2.86 3.01  0.32
H 2.33 4.37 3.72  0.32
C 1.14 -3.21 -5.05  -1.74
C 0.01 -3.01 -4.14  0.88
C -1.25 -3.82 -4.46  -0.44
O -1.58 -4.16 -3.14  -0.35
C -0.72 -3.95 -2.24  0.67
O -0.84 -4.16 -1.01  -0.55
O 0.36 -3.45 -2.83  -0.31
H 1.24 -4.27 -5.26  0.44
H 2.03 -2.78 -4.71  0.26
H 0.81 -2.81 -6.01  0.41
H -0.29 -1.97 -4.03  0.04
H -0.99 -4.77 -4.90  0.36
H -2.04 -3.32 -4.99  0.31
C -0.38 -0.91 0.72  0.31
C 1.05 -1.42 0.97  0.79
C 1.60 -2.05 -0.30  0.20
O 2.94 -1.55 -0.39  -0.33
C 3.08 -0.63 0.49  0.38
O 4.13 -0.01 0.58  -0.69
O 1.94 -0.42 1.20  0.18
H -0.54 -0.11 -0.04  -0.31
H -0.79 -0.51 1.68  0.25
H -1.06 -1.73 0.45  0.00
H 1.01 -2.21 1.75  -0.48
H 0.99 -1.77 -1.10  -0.59
H 1.60 -3.14 -0.36  0.38
C -1.61 3.52 4.49  -0.41
O -0.33 2.99 4.72  -0.34
C -0.11 1.75 4.27  0.76
O -1.07 1.01 3.57  -0.49
O 1.02 1.22 4.62  -0.37
C 1.37 -0.11 4.25  -0.57
H -1.83 3.61 3.45  -0.01
H -1.80 4.52 4.86  0.23
H -2.37 3.00 5.07  0.34
H 0.52 -0.67 3.77  0.11
H 1.48 -0.54 5.20  0.47
H 2.25 -0.15 3.68  0.30
C -4.43 1.13 1.90  -0.33
O -4.34 1.03 0.49  -0.32
C -3.75 -0.02 0.01  0.71
O -3.55 -1.18 0.83  -0.48
O -3.41 0.08 -1.25  -0.44
C -2.93 -1.09 -1.94  -0.33
H -4.87 2.17 2.05  0.19
H -3.44 1.06 2.36  -0.01
H -5.10 0.39 2.36  0.33
H -1.93 -1.30 -1.63  -0.22
H -2.93 -0.81 -2.96  0.41
H -3.61 -1.91 -1.90  0.45
C 6.58 2.69 -3.73  -0.69
O 6.76 2.22 -2.42  -0.35
C 6.30 2.90 -1.39  0.90
O 5.44 4.00 -1.67  -0.63
O 6.59 2.56 -0.18  -0.37
C 5.76 3.01 0.88  -0.26
H 6.65 1.80 -4.39  0.28
H 7.35 3.28 -4.14  0.38
H 5.57 3.11 -3.98  0.29
H 4.75 2.59 0.84  -0.27
H 5.91 4.04 0.95  0.46
H 6.14 2.62 1.84  0.27
C -6.19 -4.68 -0.65  -1.46
C -5.14 -3.95 0.13  0.16
C -3.76 -4.26 -0.33  1.94
C -3.36 -5.54 0.21  -0.28
N -3.07 -6.59 0.70  -0.70
H -7.24 -4.36 -0.41  0.39
H -6.14 -5.81 -0.65  0.29
H -6.12 -4.46 -1.70  0.37
H -5.16 -4.17 1.19  0.21
H -5.38 -2.86 -0.02  0.02
H -3.01 -3.56 -0.02  -1.24
H -3.62 -4.31 -1.41  0.43

Summary:
SMILES: C[C@H]1COC(=O)O1.C[C@H]1COC(=O)O1.C[C@H]1COC(=O)O1.C[C@H]1COC(=O)O1.C[C@H]1COC(=O)O1.C[C@H]1COC(=O)O1.COC(=O)OC.COC(=O)OC.COC(=O)OC.CCCC#N
Charge: 0
LUMO level (eV): 0.256
HOMO level (eV): -9.55
ΔE to the lowest compared entry with this formula, charge and spin (kcal per mole): 6.0
Calculated total energy (eV): -96126.4076